(1)
Here is C22H10BeF5N3O2 as an isolated structure from OMol25. Energies are from ωB97M-V with the def2-TZVPD basis set.

Geometry (Å):
H (-0.173, -2.655, 2.309)
H (2.970, -3.202, -3.392)
C (3.553, -1.064, -3.151)
C (0.175, 1.490, 1.105)
C (-4.110, -1.608, -1.106)
H (0.024, 3.429, 2.011)
H (-1.083, 1.969, 3.505)
F (-4.191, 0.516, -2.043)
H (4.285, -0.954, -4.010)
C (-2.092, -0.327, -1.312)
C (2.852, -2.269, -2.821)
C (0.428, 2.862, 1.155)
F (-1.367, -3.500, 0.278)
F (-1.511, 0.700, -1.999)
C (1.966, 2.613, -0.713)
C (-1.147, -1.372, 3.735)
C (-0.409, 0.616, 2.088)
F (-5.346, -1.894, -1.645)
C (3.033, 0.149, -2.630)
C (-0.435, -1.641, 2.582)
C (1.700, 4.936, 0.347)
C (-2.011, -2.435, -0.326)
H (2.681, 3.091, -1.388)
H (1.388, -3.026, -1.362)
N (0.762, 0.784, 0.134)
O (2.493, 5.259, -0.522)
H (-1.539, -2.202, 4.312)
C (1.708, 1.228, -0.718)
C (1.321, 3.461, 0.238)
C (1.926, -2.192, -1.786)
C (-1.324, -1.258, -0.641)
O (1.148, 5.572, 1.265)
Be (0.270, -0.830, 0.015)
C (-3.473, -0.410, -1.417)
C (-1.368, -0.063, 4.150)
N (1.681, -1.078, -1.083)
C (-3.367, -2.614, -0.530)
C (-0.983, 0.926, 3.313)
H (3.307, 1.102, -3.085)
H (-1.880, 0.148, 5.067)
N (-0.073, -0.651, 1.765)
F (-3.996, -3.739, -0.177)
C (2.211, 0.132, -1.519)

Cartesian forces, eV/Å:
-0.080 0.071 -0.124
0.224 0.520 0.533
-1.655 0.159 -1.137
1.701 2.228 -1.748
-0.625 0.007 -1.143
0.304 0.122 -0.808
-0.330 0.576 0.456
0.085 0.305 -0.181
-0.951 -0.593 1.259
-0.283 0.443 -0.273
0.924 1.039 -0.388
-0.040 -0.068 0.807
-0.091 0.838 -0.268
-0.095 -0.179 0.858
0.028 -0.060 0.223
-0.125 -0.630 0.556
0.578 -1.430 0.553
1.310 0.630 1.229
1.060 -0.326 0.098
-0.449 0.436 0.368
-0.876 0.457 0.738
0.221 0.291 0.514
-0.165 -0.136 0.319
-0.022 -0.466 -0.546
0.018 -0.205 -0.646
1.135 0.694 -1.020
0.252 0.057 0.097
-1.847 2.439 1.168
-0.435 -2.261 0.105
0.278 0.485 0.763
0.050 -1.088 -0.156
0.095 -0.451 -0.127
0.535 0.797 -0.087
-0.361 -0.640 -0.709
-0.361 -1.206 -0.086
0.616 0.461 -0.894
-0.265 -0.385 0.255
0.566 1.204 -1.541
0.213 -0.246 0.355
-0.096 0.049 0.345
-0.641 -1.467 0.660
0.212 -0.212 -0.134
-0.612 -2.259 -0.237

Summary:
Highest occupied orbital energy: -8.100 eV
Energy: -45530.9947 eV
Lowest unoccupied orbital energy: -1.7 eV
Gap between HOMO and LUMO: 6.39 eV
2S+1: 1



(2)
Here is C29H54Cl4I3NO11PS5 as an isolated structure from OMol25. Energies are from ωB97M-V with the def2-TZVPD basis set.

Geometry (Å):
S (-0.364, 1.727, 1.400)
H (3.302, -2.114, -1.458)
H (-3.953, 4.689, -2.622)
H (-4.878, 0.268, 1.843)
H (-5.799, 1.757, -1.412)
C (1.982, -1.196, 4.374)
H (-5.932, -0.079, -1.019)
C (2.283, -3.492, -3.577)
C (-1.382, -0.816, 0.927)
H (-0.100, -5.515, -1.652)
H (0.370, -2.731, -4.227)
C (-0.526, -3.115, 2.090)
H (2.339, -3.937, -4.687)
H (2.870, -4.312, -2.936)
C (-3.805, 0.531, -1.879)
S (2.901, -1.999, 1.111)
C (0.085, -2.430, -2.042)
C (0.930, 0.045, 4.193)
C (-2.972, 5.152, -2.755)
Cl (-1.168, 1.536, 3.782)
S (6.353, 1.405, 0.300)
Cl (-1.252, -6.199, 2.515)
Cl (-1.692, -2.702, -2.678)
H (-2.032, 1.065, -0.455)
H (0.242, -6.053, 0.106)
H (2.234, -0.843, -2.320)
H (-4.422, 8.270, -4.063)
H (2.237, -3.872, -0.910)
C (1.496, -1.425, -0.069)
H (-3.875, 7.808, -2.430)
S (-3.036, 6.321, -4.134)
I (-5.658, 2.941, 2.027)
C (-1.914, -0.123, -0.446)
O (1.578, -8.328, 0.066)
H (-0.887, -0.873, 3.606)
C (0.684, -5.424, -0.809)
H (-1.261, -0.234, -1.400)
H (7.965, 1.385, -1.495)
H (3.013, -1.103, 3.848)
O (1.854, -6.246, -1.271)
H (-2.941, 2.795, 1.963)
I (1.056, 1.513, -0.861)
O (-3.173, 1.274, -2.786)
H (0.419, -2.491, 2.358)
H (8.191, -0.146, 0.498)
H (-2.675, 5.669, -1.839)
P (-2.430, -3.613, 0.405)
H (-2.767, -1.274, 2.830)
N (-0.178, -0.059, 1.598)
O (-3.348, -3.935, 1.908)
O (-1.724, 7.048, -4.169)
O (0.872, -4.883, 3.114)
H (0.647, 2.442, 1.971)
C (1.446, -7.652, -1.104)
H (3.429, -0.366, -1.037)
H (7.220, -0.050, 1.990)
C (7.670, 0.530, 1.181)
C (-0.315, -4.611, 2.471)
C (0.402, 7.580, 0.927)
C (-5.471, 0.702, -1.795)
O (-2.227, -5.156, -0.282)
H (2.496, -2.860, 2.090)
C (-3.712, 0.533, 2.013)
C (1.191, -3.972, -0.338)
C (0.340, -2.597, -0.438)
H (-4.200, -3.424, 1.924)
I (2.938, 0.721, 1.513)
H (-3.685, 2.211, 0.302)
O (-0.307, 5.098, 1.626)
H (1.546, -2.257, 4.171)
H (-2.237, 4.379, -2.989)
H (-0.583, 7.709, 0.471)
H (8.371, 1.254, 1.602)
H (1.040, -8.224, -2.069)
H (-1.324, -2.802, 2.925)
H (2.977, -2.521, -3.647)
C (1.007, -0.118, 0.734)
H (-3.089, -5.632, -0.461)
O (-3.705, -3.187, -0.492)
H (-3.772, 0.731, 3.202)
H (0.185, -1.295, -2.438)
C (-2.788, -0.702, 1.773)
C (-0.964, -2.449, 0.612)
H (-5.934, 0.411, -2.838)
H (2.269, -1.222, 5.538)
H (-0.293, 5.802, -1.155)
C (-0.237, -0.004, 3.080)
C (0.711, 5.548, -0.806)
C (-3.689, 2.021, 1.448)
C (2.596, -1.163, -1.276)
O (-3.249, -0.446, -0.956)
H (0.218, -4.343, -3.392)
H (-5.191, 6.894, -3.231)
H (0.907, 4.492, -1.007)
C (-4.252, 7.431, -3.383)
H (1.454, 6.158, -1.323)
H (1.608, -4.282, 0.738)
C (0.753, -3.285, -3.222)
H (1.156, 8.125, 0.353)
C (7.429, 2.161, -0.943)
H (-3.600, -1.442, 1.286)
O (5.515, 0.374, -0.396)
H (6.809, 2.734, -1.635)
H (0.336, -0.001, 5.258)
S (0.834, 5.824, 0.978)
H (8.139, 2.832, -0.453)
Cl (1.694, 1.764, 4.516)
H (0.381, 7.962, 1.950)

Cartesian forces, eV/Å:
-3.212 4.003 -1.774
-2.115 1.782 0.688
0.066 0.025 -0.069
2.919 -0.115 -0.055
1.006 -1.863 -1.037
1.086 -0.018 1.491
1.265 1.654 -1.659
2.174 -0.715 -0.741
-4.444 -0.920 -1.237
1.202 0.706 1.430
0.673 -0.970 2.601
-0.399 2.266 1.488
-0.390 0.963 2.454
-1.394 1.898 -1.153
0.737 3.011 -3.573
-0.081 -2.778 -0.057
-1.250 2.030 -2.573
0.631 -0.923 2.642
0.082 -0.033 0.100
-0.936 -2.207 1.336
0.270 -0.166 -0.179
0.289 2.686 -0.571
0.880 0.310 1.449
1.063 -2.452 1.032
0.831 1.747 -1.861
0.025 -0.579 1.927
0.101 -0.171 0.013
-2.604 0.280 1.016
0.793 -1.348 1.161
0.051 -0.063 -0.088
0.347 0.271 0.028
1.023 -0.480 -0.321
1.127 3.241 -3.690
-0.962 5.034 -8.025
1.442 1.932 -2.119
-1.663 -1.506 0.466
-0.526 -0.310 2.125
-0.111 -0.015 0.117
-2.140 0.054 0.631
-2.022 -2.233 0.985
-1.499 -2.060 -1.233
-0.025 -0.351 -2.743
-2.764 -4.750 6.134
-1.303 -1.923 -0.230
-0.118 0.089 -0.020
-0.050 0.075 -0.078
-11.212 -1.333 -4.753
0.558 1.490 -2.187
-0.247 1.064 -0.448
2.505 0.713 -1.129
-0.580 -0.353 0.251
-7.076 2.676 -4.124
0.186 -1.123 0.587
1.326 -3.068 5.482
-1.894 -1.394 0.108
-0.032 0.124 -0.134
-0.025 -0.115 0.008
7.961 -3.411 4.358
-0.125 -0.007 0.085
0.134 -1.823 0.775
1.499 1.528 1.791
-0.516 0.148 -0.603
-3.040 2.071 2.566
2.350 -2.299 0.934
1.484 -0.475 -0.864
1.221 -0.500 -0.816
-0.427 1.908 1.161
0.114 -0.670 2.010
0.029 -0.307 -0.192
0.422 2.018 0.150
-0.121 0.107 -0.096
0.084 -0.111 0.017
-0.117 0.003 -0.049
0.948 1.522 1.984
1.389 -0.613 -2.061
-1.787 -2.042 0.336
4.363 -0.692 -3.278
0.855 1.475 0.566
4.515 0.064 3.228
0.419 -0.475 -2.708
0.047 -2.593 1.607
-1.443 -3.471 1.299
1.691 -1.150 1.857
1.159 0.963 2.052
-0.810 0.218 -2.570
0.085 0.036 0.075
-1.026 -1.217 6.212
-0.103 -0.008 -0.008
0.780 1.615 -0.213
1.878 -0.049 -1.281
-0.998 1.885 -0.494
1.244 2.367 0.932
0.099 -0.001 -0.060
0.003 0.152 0.154
0.000 0.063 0.074
-0.057 -0.019 0.095
-1.231 1.346 -2.129
-0.234 -0.934 -3.072
-0.026 -0.142 0.051
-0.043 0.015 -0.075
2.558 1.520 0.093
0.337 0.171 0.060
-0.006 -0.096 0.156
0.947 -0.018 -3.172
0.092 0.254 -0.282
-0.116 -0.068 0.023
-0.115 -1.884 -0.471
0.044 -0.156 -0.096

Summary:
Highest occupied orbital energy: -10.133 eV
Charge: +1
Energy: -192784.9780 eV
Lowest unoccupied orbital energy: -4.3 eV
Gap between HOMO and LUMO: 5.85 eV
2S+1: 1



(3)
Here is C17H18N4O7S4Sn as an isolated structure from OMol25. Energies are from ωB97M-V with the def2-TZVPD basis set.

Geometry (Å):
H (3.091, -0.183, -5.931)
H (3.435, 1.355, -1.943)
H (-3.449, 0.646, 5.737)
C (0.523, -1.950, -2.529)
H (0.690, -0.489, 5.741)
C (-1.466, -5.391, 1.946)
H (1.394, -1.785, -5.062)
H (-1.619, -0.748, 6.627)
C (-0.128, 0.104, 5.354)
C (-1.270, 1.973, -0.724)
H (-0.488, 3.772, -1.202)
C (-0.803, -3.301, 0.234)
H (-2.000, 3.845, -0.363)
O (-0.962, 0.203, 1.484)
H (0.099, -2.690, -3.205)
C (2.805, -0.170, -4.887)
O (2.091, 0.030, 2.935)
C (-2.449, 0.756, 5.340)
O (-0.344, 1.299, -1.150)
O (1.116, 2.215, 2.382)
C (-1.417, -0.028, 5.846)
C (1.525, -1.024, -3.055)
H (-0.584, -5.941, 1.630)
S (-2.103, -4.446, 0.536)
N (0.143, -1.948, -1.309)
S (0.250, -2.813, 1.523)
H (-2.971, -0.120, 1.397)
O (2.558, 1.949, 4.368)
C (-0.936, 1.777, 3.810)
O (-0.451, 4.168, 2.942)
H (-3.837, 1.951, 1.221)
N (-1.327, 3.313, -0.888)
C (3.377, 0.734, -4.008)
H (-2.060, -0.747, 0.015)
N (2.112, -0.181, -2.205)
O (-3.104, 2.352, 0.747)
Sn (0.965, -0.485, 0.608)
H (-3.182, 1.070, -0.874)
C (1.860, -1.061, -4.407)
S (1.624, 1.266, 3.537)
H (4.115, 1.448, -4.345)
C (0.082, 1.014, 4.336)
S (-0.512, 2.822, 2.394)
C (-2.121, 0.089, 0.725)
N (-0.767, -2.913, -1.001)
H (-1.222, -4.720, 2.764)
C (-2.493, 1.352, -0.067)
H (-2.259, -6.078, 2.231)
C (2.998, 0.681, -2.673)
H (-3.019, 2.288, 3.943)
C (-2.215, 1.668, 4.321)

Cartesian forces, eV/Å:
-0.016 0.006 -0.007
0.009 -0.007 -0.023
-0.002 0.013 0.013
-0.182 -0.143 0.263
-0.016 -0.020 -0.017
0.023 0.308 -0.264
-0.042 0.026 0.003
-0.001 0.010 0.012
0.080 0.008 0.071
-0.136 0.094 -0.226
-0.014 -0.006 -0.056
0.415 0.252 -0.062
-0.043 -0.040 -0.023
0.911 0.056 -0.436
-0.023 0.000 -0.001
0.019 0.048 0.051
-0.514 0.567 0.461
0.071 -0.024 0.019
-0.059 -0.111 0.033
-0.244 0.015 -0.069
-0.021 0.025 -0.005
0.277 0.198 -0.192
-0.001 -0.071 0.119
-0.089 -0.195 0.074
0.402 0.423 0.194
-0.012 -0.212 0.044
-0.089 -0.062 -0.118
-0.233 0.142 0.044
0.134 -0.338 -0.131
-0.111 -0.035 -0.199
-0.067 -0.080 -0.033
0.132 0.069 0.117
0.010 -0.061 -0.097
-0.154 0.027 -0.010
-0.135 -0.019 0.092
0.047 0.190 0.069
-0.808 0.273 -0.414
0.041 0.002 -0.039
-0.101 -0.090 0.033
0.936 -0.815 0.284
-0.003 0.018 0.034
-0.067 0.178 -0.320
0.080 0.194 0.535
0.226 -0.100 0.020
-0.633 -0.498 -0.122
-0.039 -0.081 0.088
0.122 -0.302 0.250
-0.014 -0.014 0.009
0.039 0.016 0.045
0.010 -0.039 -0.062
-0.116 0.207 -0.053

Summary:
Highest occupied orbital energy: -7.697 eV
Energy: -87385.3155 eV
Energy relative to the best compared isomer or geometry (same formula, charge and spin): 57.41 kcal per mole
Lowest unoccupied orbital energy: -0.4 eV
Gap between HOMO and LUMO: 7.32 eV
2S+1: 1



(4)
Here is CH4I2NOPS as an isolated structure from OMol25. Energies are from ωB97M-V with the def2-TZVPD basis set.

Geometry (Å):
I (-0.457, 3.260, 0.284)
H (1.317, -0.752, -1.082)
N (0.681, 0.471, 0.462)
O (-0.694, 0.639, -1.819)
P (-0.666, 0.899, -0.383)
H (1.025, -1.726, 0.428)
I (-3.163, -2.438, -0.177)
H (2.335, -0.924, 0.284)
S (-2.559, 0.662, 0.500)
C (1.347, -0.766, -0.013)
H (0.834, 0.674, 1.517)

Cartesian forces, eV/Å:
-0.636 0.072 -0.058
-0.149 -0.349 -0.541
1.078 -1.534 2.002
0.529 -0.358 0.022
-0.488 1.201 0.676
-1.295 0.381 -0.468
0.562 2.350 0.468
2.092 1.258 0.426
0.198 -2.013 -0.313
-1.032 -0.782 0.494
-0.859 -0.227 -2.708

Summary:
Highest occupied orbital energy (alpha / beta): -9.723 / -9.704 eV
Energy: -40964.4834 eV
Energy relative to the best compared isomer or geometry (same formula, charge and spin): 36.26 kcal per mole
Lowest unoccupied orbital energy (alpha / beta): -3.9 / -3.9 eV
Gap between HOMO and LUMO (alpha / beta): 5.87 / 5.85 eV
2S+1: 1



(5)
Here is C9H7MoN2O10 as an isolated structure from OMol25. Energies are from ωB97M-V with the def2-TZVPD basis set.

Geometry (Å):
H (0.707, 1.773, 3.613)
C (0.602, 3.118, 1.959)
Mo (-0.218, -1.890, -0.232)
O (0.082, -1.631, 1.538)
C (0.506, 1.884, 2.556)
H (-1.314, -5.347, -1.226)
C (0.188, -0.545, 2.462)
H (1.220, -0.206, -1.609)
O (-0.180, 3.316, -2.129)
C (0.164, 0.768, 1.788)
O (1.435, -1.118, -1.223)
H (2.034, -1.603, -1.805)
H (0.609, 4.258, 0.132)
N (0.948, 4.292, 2.786)
O (1.110, 4.098, 3.968)
O (-0.896, -2.862, -1.602)
O (0.313, -0.774, 3.609)
O (-1.289, -3.324, -3.753)
C (-1.809, -5.061, -2.151)
H (-2.883, -4.987, -1.967)
O (1.031, 5.354, 2.212)
H (-1.648, -5.810, -2.922)
C (0.124, 2.187, -0.158)
C (-0.130, 0.934, 0.428)
C (-1.337, -3.744, -2.658)
O (0.671, 1.353, -2.256)
C (0.447, 3.292, 0.591)
N (0.166, 2.290, -1.626)
O (-0.655, -0.014, -0.325)

Cartesian forces, eV/Å:
-0.008 0.002 -0.002
0.016 0.008 -0.036
0.686 0.149 -0.630
-0.117 -0.247 0.043
0.030 -0.049 -0.006
0.007 0.005 -0.024
-0.126 -0.030 0.010
0.083 -0.311 0.027
-0.235 0.161 -0.069
-0.028 0.125 0.055
-0.452 0.528 -0.064
0.127 -0.034 0.073
-0.003 -0.005 0.014
-0.066 -0.002 -0.014
0.026 0.005 0.023
-0.060 0.000 0.504
0.010 -0.004 0.021
0.078 0.006 0.032
-0.022 -0.012 0.006
0.002 0.003 0.023
0.029 0.014 -0.001
-0.020 0.008 -0.006
-0.026 -0.217 0.025
0.290 0.242 -0.124
-0.123 -0.079 -0.122
-0.075 -0.246 0.243
0.013 0.011 -0.020
0.410 0.022 0.064
-0.449 -0.053 -0.044

Summary:
Highest occupied orbital energy (alpha / beta): -13.149 / -13.180 eV
Charge: +1
Energy: -34744.6400 eV
Energy relative to the best compared isomer or geometry (same formula, charge and spin): 7.31 kcal per mole
Lowest unoccupied orbital energy (alpha / beta): -5.7 / -5.6 eV
Gap between HOMO and LUMO (alpha / beta): 7.49 / 7.53 eV
2S+1: 1



(6)
Here is C4H7NS as an isolated structure from OMol25. Energies are from ωB97M-V with the def2-TZVPD basis set.

Geometry (Å):
H (-1.390, -1.744, 1.436)
S (-2.025, 1.161, 0.007)
C (-1.242, -1.408, 0.300)
H (1.288, 2.253, 0.892)
C (0.121, -0.724, 0.264)
H (-2.495, -0.775, -1.276)
C (1.244, 1.659, 0.062)
N (-2.298, -0.480, -0.248)
C (0.298, 0.531, 0.080)
H (0.979, 2.109, -0.909)
H (-1.153, -2.217, -0.452)
H (0.836, -1.555, 0.385)
H (2.190, 1.296, -0.140)

Cartesian forces, eV/Å:
-0.317 0.452 -2.642
-1.781 -0.181 -0.606
0.148 0.708 0.339
-0.426 1.763 1.980
-0.187 -2.363 0.261
-0.114 1.004 2.498
-1.925 -2.004 -3.426
1.187 -0.646 -1.217
0.555 0.634 1.211
0.135 1.081 0.633
-0.415 -0.135 1.016
0.728 0.574 0.099
2.413 -0.887 -0.147

Summary:
Highest occupied orbital energy (alpha / beta): -5.698 / -8.777 eV
Energy: -16581.3438 eV
Energy relative to the best compared isomer or geometry (same formula, charge and spin): 34.78 kcal per mole
Lowest unoccupied orbital energy (alpha / beta): 0.9 / -1.5 eV
Expectation value of S²: 2.0139
Gap between HOMO and LUMO (alpha / beta): 6.57 / 7.27 eV
2S+1: 3